Record 1
{
  "formula": "C3H3O2S",
  "method": "ωB97M-V/def2-TZVPD",
  "elements": ["C", "C", "C", "O", "O", "S", "H", "H", "H"],
  "positions_angstrom": [[0.500954, -0.119848, -0.056237], [-0.195712, -0.573278, 0.810719], [1.501199, -0.017726, -1.032643], [-2.950292, -0.886896, 0.918963], [-1.957459, 1.328729, 1.632865], [-2.051766, -0.144265, 1.864032], [2.600071, -0.161273, -0.837266], [1.109181, -0.503792, -1.975848], [1.443824, 1.078349, -1.324586]],
  "forces_ev_per_angstrom": [[0.83, -1.38, 0.98], [-2.44, 0.11, 2.17], [0.71, 2.62, -3.38], [0.73, 1.11, 1.41], [-0.64, -1.52, 0.49], [0.54, 0.29, -2.53], [-1.26, -0.50, 0.17], [1.03, 0.05, 0.81], [0.49, -0.78, -0.12]],
  "e_lumo_ha": 0.146,
  "charge": -1,
  "homo_energy_ev": -4.04,
  "gap_ev": 8.0
}


Record 2
{
  "formula": "C3H3O2S",
  "method": "ωB97M-V/def2-TZVPD",
  "elements": ["C", "C", "C", "O", "O", "S", "H", "H", "H"],
  "positions_angstrom": [[-0.212637, 0.191504, -0.145797], [2.317071, -1.101951, 0.453261], [-0.916388, 0.413186, 1.183983], [-0.391602, 0.147176, 2.209952], [-2.099410, 0.841475, 0.936173], [1.379458, -0.342820, -0.537443], [-0.864455, 0.375743, -1.072867], [3.286098, -1.046977, 0.946206], [-2.270904, 1.137011, 0.033750]],
  "forces_ev_per_angstrom": [[-0.61, -0.62, -1.17], [-0.72, 0.84, 1.57], [2.49, -0.76, -1.50], [-0.06, -0.08, 0.84], [-2.44, 0.93, 0.85], [-0.32, 0.75, -1.22], [1.67, -0.41, 0.99], [0.04, -0.61, -0.50], [-0.05, -0.03, 0.12]],
  "e_lumo_ha": [-0.282, -0.315],
  "charge": 1,
  "homo_energy_ev": [-15.73, -15.42],
  "gap_ev": [8.0, 6.9]
}


Record 3
{
  "formula": "C3H3O2Sc",
  "method": "ωB97M-V/def2-TZVPD",
  "elements": ["C", "C", "H", "H", "H", "O", "C", "O", "Sc"],
  "positions_angstrom": [[0.972627, -1.088527, -0.605129], [-0.116566, -0.309278, -0.745600], [1.147782, -1.666237, 0.303434], [-0.435347, 0.101720, -1.706733], [1.585818, -1.308424, -1.479072], [-1.442696, -0.609990, 0.441567], [-0.977137, 0.543484, 0.460292], [-0.459051, 1.213506, 1.347310], [-0.275429, 3.123744, 1.983932]],
  "forces_ev_per_angstrom": [[-0.26, -1.49, 1.09], [-2.03, 1.47, -0.40], [0.05, -0.31, -0.03], [-1.05, -0.59, -0.02], [0.66, 0.65, -0.09], [0.81, 2.16, -2.62], [3.24, -4.68, 2.67], [-1.64, 1.03, -1.65], [0.22, 1.76, 1.05]],
  "e_lumo_ha": [-0.635, -0.635],
  "charge": 3,
  "homo_energy_ev": [-23.05, -26.25],
  "multiplicity": 2,
  "gap_ev": [5.8, 9.0]
}


Record 4
{
  "formula": "C3H3O3",
  "method": "ωB97M-V/def2-TZVPD",
  "elements": ["C", "C", "C", "O", "O", "O", "H", "H", "H"],
  "positions_angstrom": [[-0.089402, -0.897214, -0.275293], [-0.944852, 0.737245, -1.692014], [0.351952, 0.102417, 0.818322], [-0.547062, -0.272719, -1.243028], [0.183909, 1.263819, 0.583507], [0.804457, -0.499174, 1.863944], [-0.074867, -1.969614, -0.175864], [-0.732810, 1.440382, -2.479309], [1.048675, 0.094858, 2.599734]],
  "forces_ev_per_angstrom": [[1.85, -0.31, 3.68], [-2.22, 2.49, 0.26], [-0.77, -0.68, -1.58], [0.30, -1.47, -1.83], [-0.09, 0.65, -0.24], [0.41, -0.55, 0.93], [-0.29, -0.11, -0.52], [0.88, -0.08, -0.40], [-0.08, 0.06, -0.31]],
  "e_lumo_ha": [-0.239, -0.245],
  "charge": 1,
  "homo_energy_ev": [-15.14, -15.44],
  "gap_ev": [8.6, 8.8]
}


Record 5
{
  "formula": "C3H3O3Pb",
  "method": "ωB97M-V/def2-TZVPD",
  "elements": ["C", "C", "O", "Pb", "H", "H", "H", "O", "C", "O"],
  "positions_angstrom": [[1.913002, -0.128105, -0.360058], [0.714983, -0.655074, -0.083887], [-0.283084, -0.041797, 0.576636], [-1.477167, -0.281139, 2.369150], [2.219322, 0.842504, 0.031833], [2.579176, -0.659434, -1.039833], [0.480146, -1.693365, -0.351499], [-2.518484, 0.854187, 0.670471], [-1.814964, 0.823309, -0.320088], [-1.812932, 0.938914, -1.492723]],
  "forces_ev_per_angstrom": [[-0.45, 0.00, -0.01], [0.60, -0.60, -0.23], [0.13, 0.92, -0.96], [-0.10, -0.55, 1.42], [-0.21, -0.15, -0.30], [-0.06, 0.03, 0.48], [0.08, 0.32, -0.30], [0.54, 0.52, -0.27], [-1.99, -0.32, -1.50], [1.46, -0.17, 1.67]],
  "e_lumo_ha": [-0.010, -0.017],
  "charge": 0,
  "homo_energy_ev": [-6.52, -9.08],
  "multiplicity": 2,
  "gap_ev": [6.3, 8.6]
}


Record 6
{
  "formula": "C3H3O3Pd",
  "method": "ωB97M-V/def2-TZVPD",
  "elements": ["H", "O", "C", "O", "O", "Pd", "H", "C", "C", "H"],
  "positions_angstrom": [[0.615806, -0.486412, 0.513151], [-0.380970, 1.699952, -0.378907], [-0.578777, 0.604177, -0.819319], [-0.051469, -0.548490, -0.407052], [-1.448423, 0.284593, -1.787255], [-0.970759, -1.496757, -1.794102], [-1.903982, 1.076835, -2.259260], [1.648863, -0.556936, 1.888392], [2.289724, 0.296940, 2.525417], [0.779988, -0.873900, 2.518936]],
  "forces_ev_per_angstrom": [[-1.50, 0.24, -2.55], [-0.01, -0.56, -0.40], [0.66, 3.05, 2.12], [3.30, 2.08, 4.84], [-2.61, 6.78, -1.27], [-0.79, -10.09, -4.04], [1.14, -1.39, 1.18], [-1.68, -0.73, 0.63], [1.15, 1.01, 0.11], [0.35, -0.38, -0.62]],
  "e_lumo_ha": [-0.048, -0.165],
  "charge": 0,
  "homo_energy_ev": [-4.79, -8.74],
  "multiplicity": 4,
  "gap_ev": [3.5, 4.2]
}


Record 7
{
  "formula": "C3H3O3Pt",
  "method": "ωB97M-V/def2-TZVPD",
  "elements": ["H", "O", "C", "O", "O", "Pt", "H", "C", "C", "H"],
  "positions_angstrom": [[-0.173130, 0.227284, 1.033365], [1.214260, 0.639861, -1.304489], [0.476251, -0.296553, -1.147191], [-0.170251, -0.674578, -0.067835], [0.132307, -1.165352, -2.132008], [-0.714698, -2.413352, -0.843364], [0.554061, -0.984845, -3.025409], [-0.219570, 1.088918, 2.213842], [0.179791, 2.020453, 2.940749], [-1.279021, 1.558164, 2.332340]],
  "forces_ev_per_angstrom": [[0.07, 2.30, 3.69], [-0.90, -1.34, 0.05], [2.03, 3.94, 0.31], [0.51, 0.89, 0.07], [1.67, 1.66, -4.19], [-2.88, -5.22, 1.87], [-0.45, -0.20, 1.41], [-1.36, -3.12, -4.62], [0.43, 1.25, 1.18], [0.86, -0.16, 0.25]],
  "e_lumo_ha": [-0.016, -0.129],
  "charge": 0,
  "homo_energy_ev": [-8.88, -9.44],
  "multiplicity": 4,
  "gap_ev": [8.4, 5.9]
}


Record 8
{
  "formula": "C3H3O3Pt",
  "method": "ωB97M-V/def2-TZVPD",
  "elements": ["O", "Pt", "O", "C", "O", "C", "H", "C", "H", "H"],
  "positions_angstrom": [[0.659225, 1.175358, 0.791189], [2.258318, -0.538943, -1.557962], [1.959219, -0.398301, 0.032194], [1.050610, -0.021104, 0.747119], [-0.423753, -0.773152, 0.536458], [-0.811092, -1.240028, -0.639408], [-1.259145, -2.224406, -0.398367], [-0.915741, 1.272026, 0.230648], [-0.907900, 1.664503, -0.784548], [-1.609745, 1.084046, 1.042680]],
  "forces_ev_per_angstrom": [[-2.15, 0.41, 0.99], [3.35, -1.88, -15.94], [-2.53, 0.09, 17.13], [-1.50, 3.08, -4.18], [-0.52, -4.19, -4.65], [2.18, 0.52, 6.10], [-0.78, -0.36, -1.18], [1.57, 1.58, 1.51], [0.22, 0.13, 0.37], [0.15, 0.63, -0.15]],
  "e_lumo_ha": [-0.459, -0.468],
  "charge": 2,
  "homo_energy_ev": [-18.99, -20.01],
  "multiplicity": 4,
  "gap_ev": [6.5, 7.3]
}


Record 9
{
  "formula": "C3H3O3Ru",
  "method": "ωB97M-V/def2-TZVPD",
  "elements": ["O", "C", "O", "Ru", "C", "C", "H", "H", "O", "H"],
  "positions_angstrom": [[1.455113, -2.398987, -0.041465], [2.222256, -1.607045, -0.438033], [2.397536, -0.445275, -0.589209], [1.487170, 1.288484, -0.232953], [-0.246641, 0.493092, 0.727227], [-1.549579, 0.642422, 0.273130], [-0.144174, 0.572661, 1.818535], [-2.255236, 1.282203, 0.817658], [-2.024246, 0.225530, -0.850252], [-1.342200, -0.053083, -1.484635]],
  "forces_ev_per_angstrom": [[3.94, 0.68, -1.84], [-6.00, -4.21, 3.07], [2.60, 2.37, -1.37], [1.10, 1.28, -0.13], [0.22, 0.03, 0.88], [-2.38, 0.30, -2.14], [0.48, -0.07, 0.25], [-0.32, -0.54, 0.53], [0.60, 1.08, 1.22], [-0.26, -0.92, -0.45]],
  "e_lumo_ha": [-0.600, -0.731],
  "charge": 3,
  "homo_energy_ev": [-26.03, -27.72],
  "multiplicity": 7,
  "gap_ev": [9.7, 7.8]
}


Record 10
{
  "formula": "C3H3O3S",
  "method": "ωB97M-V/def2-TZVPD",
  "elements": ["C", "C", "C", "O", "O", "O", "S", "H", "H", "H"],
  "positions_angstrom": [[0.001921, 0.868515, -0.194761], [0.124542, -0.326321, -0.246580], [-0.272371, 2.273494, -0.120393], [1.344607, -2.774260, -0.661652], [0.432212, -2.038281, 1.552124], [-0.938175, -3.290375, -0.132475], [0.181378, -2.371229, 0.153949], [-0.194211, 2.595824, -1.130989], [-1.241489, 2.300690, 0.250876], [0.561586, 2.761944, 0.529899]],
  "forces_ev_per_angstrom": [[0.30, -1.31, 0.07], [-0.88, -3.02, -0.26], [3.36, -0.01, 0.69], [-1.07, 0.83, 0.96], [-0.43, -1.02, -0.46], [0.39, 2.33, 0.43], [2.05, 0.43, -0.61], [-0.17, 1.10, -0.72], [-1.74, 1.06, 0.87], [-1.81, -0.39, -0.98]],
  "e_lumo_ha": 0.136,
  "charge": -1,
  "homo_energy_ev": -5.38,
  "smiles": "CC#CS(=O)(=O)[O-]",
  "gap_ev": 9.1
}


Record 11
{
  "formula": "C3H3O3S",
  "method": "ωB97M-V/def2-TZVPD",
  "elements": ["C", "C", "C", "O", "O", "O", "S", "H", "H", "H"],
  "positions_angstrom": [[2.145607, 0.621870, 0.193913], [1.121985, -0.366072, -0.307387], [-1.774468, -0.017816, -0.142805], [1.838432, 0.555789, 1.396126], [2.990044, 1.169434, -0.466111], [-0.828757, 0.617377, -0.827234], [0.702714, -1.846048, -0.042914], [-1.446991, -1.061723, 0.124235], [-2.698171, -0.156350, -0.739398], [-2.050393, 0.483538, 0.811576]],
  "forces_ev_per_angstrom": [[-0.33, 0.09, 0.33], [-2.51, -0.82, 0.12], [-0.41, -0.39, 0.42], [0.21, 0.47, 0.46], [0.63, 0.45, -0.63], [2.30, 0.32, -0.22], [0.37, 0.13, -0.54], [-0.25, -0.03, 0.05], [0.02, -0.09, 0.04], [-0.03, -0.13, -0.04]],
  "e_lumo_ha": [0.119, 0.119],
  "charge": -1,
  "homo_energy_ev": [-4.63, -4.63],
  "gap_ev": [7.9, 7.9]
}


Record 12
{
  "formula": "C3H3O3S",
  "method": "ωB97M-V/def2-TZVPD",
  "elements": ["C", "C", "C", "O", "O", "O", "S", "H", "H", "H"],
  "positions_angstrom": [[0.167673, -0.122124, 0.205076], [-1.179861, 0.612089, 0.066009], [-2.321889, 0.044686, -0.244121], [1.330245, 0.546871, -0.251409], [-3.441965, -0.320831, -0.458145], [3.490677, -1.004788, -0.728274], [2.967748, 0.096664, 0.216303], [0.280027, -0.566853, 1.375012], [0.022696, -1.023814, -0.302108], [-1.315354, 1.738100, 0.121658]],
  "forces_ev_per_angstrom": [[0.80, -0.48, 3.44], [0.38, 1.20, -0.27], [-2.08, 0.08, -0.19], [-1.42, 0.45, 0.06], [2.47, 0.38, 0.35], [-0.42, 0.45, 0.42], [-0.15, -0.62, -0.19], [-0.01, 1.61, -2.58], [0.00, -1.62, -1.16], [0.43, -1.45, 0.11]],
  "e_lumo_ha": 0.117,
  "charge": -1,
  "homo_energy_ev": -1.88,
  "smiles": "O=C=CCOS[O-]",
  "gap_ev": 5.1
}


In the order shown, the computed largest force on an atom values come out to 4.33, 3.01, 6.29, 4.13, 2.52, 10.90, 6.25, 17.32, 7.94, 3.43, 2.64, 3.57 eV/A.
In the order shown, the computed E values come out to -18087.7637, -18076.0720, -27914.1863, -9288.6604, -14547.8747, -12769.8684, -12538.2320, -12513.2400, -11837.6119, -20135.7855, -20135.4752, -20135.3917 eV.